C86H171F21N7O19S2 | the ωB97M-V functional and the def2-TZVPD basis

Geometry as XYZ:
```
306
Properties=species:S:1:pos:R:3:forces:R:3
C 2.35473 -1.55407 -3.40012 0.67 1.35 -0.81
C 2.06947 -1.38053 -1.93474 0.73 -0.46 0.49
C 1.34132 -0.12034 -1.57313 0.02 1.68 -0.91
N 0.31402 -0.20227 -0.49955 -0.16 0.73 1.06
C -0.13887 1.24960 -0.19697 -0.09 -0.21 0.18
C -1.25343 1.31213 0.89453 0.59 -0.28 -0.51
C -2.44148 0.39573 0.52084 0.45 0.50 1.03
C -2.00355 -0.96498 0.04982 -0.18 -0.26 -0.24
C -0.86786 -0.91263 -1.00570 -0.91 -1.43 0.86
C 0.83635 -0.85946 0.77218 -1.30 0.93 0.27
H 2.91755 -2.44411 -3.64888 -0.01 -0.30 0.25
H 2.96592 -0.68805 -3.70756 -0.10 -0.37 -0.04
H 1.50882 -1.48222 -4.06814 -0.58 -0.22 0.01
H 3.05687 -1.40846 -1.45236 -0.46 0.01 0.32
H 1.51426 -2.21700 -1.55928 -0.22 -0.72 0.22
H 0.82309 0.31216 -2.44791 0.01 -0.37 0.29
H 1.98577 0.70643 -1.26711 0.44 -0.23 0.07
H -0.53165 1.62527 -1.14921 0.16 -0.09 0.02
H 0.81059 1.78128 0.01027 -0.64 -0.17 0.23
H -1.67447 2.31434 0.98004 0.42 0.22 -0.24
H -0.78258 1.12248 1.86219 -0.34 -0.26 -0.04
H -3.07137 0.94617 -0.16553 0.05 -0.15 -0.38
H -3.05249 0.21986 1.41305 0.07 0.24 0.00
H -2.88317 -1.42782 -0.40205 0.14 -0.26 -0.19
H -1.79916 -1.53510 0.98027 0.43 -0.12 -0.90
H -1.18689 -0.41807 -1.91933 -0.12 0.20 -0.03
H -0.54905 -1.92888 -1.27883 -0.07 0.24 0.04
H 0.01078 -0.89829 1.50940 0.63 -0.21 -0.70
H 1.59770 -0.23028 1.21695 0.24 -0.03 -0.32
H 1.17146 -1.85872 0.55512 0.17 -0.05 -0.09
C 7.13147 1.78175 -6.62446 -0.06 -0.56 0.89
C 6.13051 1.63970 -5.43479 0.59 -0.47 0.38
C 6.81296 2.17727 -4.16409 0.44 0.18 -0.85
N 5.94727 2.28966 -2.95828 -1.02 0.32 0.35
C 5.01123 1.13702 -2.81279 -1.08 -1.10 0.13
C 5.70085 -0.21898 -2.45388 -0.60 1.04 0.52
C 6.52680 -0.13416 -1.14776 0.59 -1.00 -0.85
C 7.48948 1.02611 -1.34359 -0.76 0.16 0.65
C 6.66793 2.27226 -1.65039 1.26 1.43 0.29
C 4.99267 3.53119 -2.97163 0.87 -0.47 -0.45
H 8.07642 1.20092 -6.42236 -0.97 0.49 -0.20
H 7.40727 2.82720 -6.72546 0.09 0.17 -0.16
H 6.69821 1.44089 -7.56762 0.05 -0.01 0.19
H 5.88649 0.59813 -5.23636 0.06 -0.22 -0.41
H 5.15980 2.11613 -5.57493 0.14 0.27 -0.36
H 7.17243 3.16679 -4.45767 0.11 0.15 0.63
H 7.69097 1.54600 -3.93063 -0.52 0.39 -0.02
H 4.49591 1.05482 -3.75805 -0.27 -0.14 -0.01
H 4.28865 1.52751 -2.07725 0.22 -0.82 0.08
H 6.38219 -0.35568 -3.28301 0.39 -0.65 -0.20
H 4.97341 -1.06179 -2.45204 0.42 0.78 -0.06
H 7.10519 -1.07276 -1.06675 -0.28 0.24 0.13
H 5.94139 -0.03372 -0.24251 -0.29 0.12 -0.13
H 8.15166 0.74754 -2.15698 0.37 0.22 -0.07
H 8.09831 1.27641 -0.44836 -0.33 -0.30 -0.50
H 7.34798 3.12458 -1.62214 -0.05 0.28 -0.26
H 5.88502 2.48158 -0.90976 0.02 -0.30 0.07
H 4.34067 3.39928 -2.11020 0.11 0.22 0.27
H 4.37835 3.53305 -3.88103 0.46 -0.25 0.14
H 5.58925 4.45120 -2.89052 -0.04 -0.41 -0.05
C -1.57990 -5.49553 6.15688 1.58 -0.84 0.03
C -1.78805 -5.91165 4.72718 -0.43 -0.59 -1.51
C -0.48082 -5.90990 3.89219 0.30 0.99 1.80
N -0.52374 -6.02594 2.41363 -0.47 -0.04 -1.79
C -1.44445 -4.94953 1.66008 0.17 -0.03 1.08
C -1.08678 -4.63754 0.19524 -0.29 -0.51 0.93
C 0.40623 -4.51081 -0.01766 -0.46 -0.33 -0.53
C 1.12275 -5.75757 0.44587 -0.78 -0.71 0.07
C 0.93283 -5.91085 1.94199 0.32 0.08 0.33
C -0.98092 -7.39662 2.00985 -0.69 0.31 -0.06
H -0.87096 -4.69098 6.06474 0.01 0.93 0.69
H -1.04220 -6.28686 6.71729 -0.38 0.25 -0.14
H -2.48581 -5.23777 6.68523 -0.14 0.20 -0.04
H -2.49429 -5.20241 4.27740 0.17 -0.16 -0.12
H -2.22505 -6.89416 4.68930 -0.52 -0.51 -0.12
H 0.29251 -6.63174 4.23549 -0.80 -0.08 -0.18
H -0.03113 -4.95383 4.17102 0.14 0.30 -0.73
H -1.31158 -4.08058 2.26698 0.21 0.71 0.46
H -2.47737 -5.30335 1.78681 0.39 -0.08 -0.11
H -1.56117 -3.70629 -0.17140 -0.19 -0.49 0.70
H -1.53358 -5.46229 -0.34013 0.20 -0.20 -0.91
H 0.76064 -3.66853 0.57119 0.12 0.13 -0.08
H 0.52753 -4.34279 -1.09081 0.47 0.09 0.14
H 2.18674 -5.70048 0.27448 0.38 -0.03 0.10
H 0.74480 -6.65629 -0.09177 0.24 0.51 0.16
H 1.37513 -5.05762 2.46626 -0.68 0.09 -0.23
H 1.45443 -6.78505 2.35038 -0.31 -0.02 -0.27
H -0.76479 -7.52244 0.95638 -0.08 -0.05 -0.10
H -2.06027 -7.56835 2.18158 0.57 0.43 0.05
H -0.42122 -8.11648 2.57506 0.32 -0.37 0.28
C 3.50801 -6.87640 4.41578 -0.14 0.24 -0.80
C 4.45162 -5.70077 4.15997 0.05 -0.61 0.97
C 3.61992 -4.49880 3.80658 0.53 0.68 0.51
N 4.41131 -3.22225 3.50428 -1.25 0.55 -1.87
C 4.49408 -2.17905 4.62818 0.56 -0.71 -1.33
C 5.45909 -1.01485 4.22686 -0.94 -0.98 1.58
C 6.79534 -1.47695 3.73330 0.64 -0.05 0.17
C 6.62180 -2.38471 2.55863 -1.15 0.04 -0.81
C 5.78161 -3.57229 3.00219 0.54 -0.17 -0.40
C 3.54149 -2.58654 2.36024 1.83 -0.20 0.62
H 3.09035 -7.21147 3.47008 0.37 -0.31 -0.27
H 2.60944 -6.64730 4.97240 0.06 0.25 0.81
H 4.09470 -7.65717 4.86318 -0.17 -0.61 0.28
H 5.07384 -6.00679 3.31581 0.00 0.27 0.09
H 5.09366 -5.60573 5.07216 -0.44 0.38 -0.69
H 2.92885 -4.17939 4.58191 -0.20 -0.23 0.24
H 3.02747 -4.75073 2.92718 0.57 0.23 -0.01
H 4.85666 -2.72279 5.50995 -0.10 0.24 -0.07
H 3.47039 -1.83371 4.75919 0.15 -0.02 0.19
H 5.51083 -0.46560 5.17792 0.25 0.32 -0.43
H 5.05160 -0.38133 3.45967 -0.43 0.11 0.16
H 7.37903 -2.03348 4.47886 -0.02 0.40 0.17
H 7.32536 -0.60417 3.39120 0.58 0.41 0.24
H 7.58331 -2.77489 2.20443 -0.28 0.11 -0.14
H 6.10373 -1.81842 1.73737 0.63 -0.64 0.40
H 6.29866 -3.98482 3.87862 -0.12 -0.29 -0.25
H 5.70254 -4.30218 2.17555 -0.33 0.22 0.53
H 2.51599 -2.54623 2.67894 -0.59 -0.26 0.23
H 3.70839 -3.19720 1.47109 -0.17 -0.03 0.20
H 3.92720 -1.59309 2.22596 0.00 0.34 -0.31
C -0.21586 8.97917 -3.35423 0.10 -0.11 1.19
C -0.75673 7.56197 -3.34594 -1.12 0.29 -1.41
C -1.16937 7.15774 -1.96720 0.44 0.21 -0.47
N -1.66256 5.75997 -1.84746 0.04 -0.81 0.34
C -0.70277 4.71231 -2.38159 -0.05 -0.63 0.09
C 0.64397 4.70136 -1.62286 0.43 -0.51 -1.35
C 0.58658 4.69452 -0.08285 -0.24 0.36 -0.32
C -0.49743 5.67320 0.42285 0.19 -0.66 0.65
C -1.78866 5.46570 -0.38703 -0.22 -0.22 1.70
C -3.02223 5.49860 -2.45301 0.96 -0.68 0.68
H -0.84241 9.58585 -2.68726 0.16 0.09 -0.19
H -0.13436 9.49027 -4.29400 -0.21 -0.14 -0.66
H 0.77472 8.95762 -2.93165 0.50 0.23 0.31
H -0.11424 6.83549 -3.81643 0.67 -0.09 0.07
H -1.62764 7.55942 -3.98658 -0.55 -0.10 -0.29
H -1.92979 7.83571 -1.58613 -0.23 -0.14 0.11
H -0.29053 7.28893 -1.35780 0.08 -0.30 0.47
H -0.64731 4.83863 -3.47640 0.41 0.08 0.55
H -1.23556 3.75672 -2.25430 0.13 0.33 0.21
H 1.24275 5.48549 -2.10417 0.04 0.45 0.74
H 1.19910 3.81852 -1.99736 -0.50 0.11 0.30
H 1.60084 4.85784 0.33294 -0.61 0.18 -0.19
H 0.29241 3.70757 0.28762 0.03 0.12 -0.30
H -0.13501 6.69468 0.49054 -0.09 0.22 -0.34
H -0.71664 5.44749 1.48186 -0.07 -0.04 -0.48
H -2.61170 6.08938 -0.02528 0.16 0.14 0.07
H -2.14336 4.41527 -0.23905 0.37 0.70 -0.54
H -2.91621 5.16249 -3.46036 0.16 0.44 -0.97
H -3.64731 6.35421 -2.31744 -0.41 0.47 -0.04
H -3.38050 4.60557 -1.93815 -0.32 0.25 0.27
C -8.03064 0.75844 -3.33028 -0.69 -0.56 0.00
C -7.28716 -0.24027 -4.18873 -0.48 -2.22 0.24
C -6.12695 0.38063 -4.85212 1.98 0.43 0.05
N -5.04634 -0.56813 -5.41794 -0.03 -0.17 0.89
C -3.97677 0.30458 -6.07668 -1.21 0.45 0.10
C -2.72980 -0.42818 -6.45965 0.36 0.44 0.16
C -2.11713 -1.25489 -5.34490 0.64 -1.16 0.40
C -3.17496 -2.26165 -4.82499 -0.48 1.09 0.94
C -4.39269 -1.42100 -4.25763 0.25 -0.77 -1.68
C -5.71324 -1.44625 -6.40712 -0.20 -0.50 0.17
H -8.94433 0.33051 -2.89057 0.31 -0.04 -0.20
H -8.35089 1.58793 -3.95348 0.11 0.45 0.17
H -7.37405 1.03433 -2.51775 0.01 0.58 0.08
H -7.92586 -0.81566 -4.87359 -0.14 0.51 -0.13
H -6.88328 -1.04694 -3.55946 -0.17 0.28 0.29
H -5.59630 0.95552 -4.07291 -0.18 0.14 -0.48
H -6.38429 0.98810 -5.71306 -0.13 0.37 -0.01
H -3.84444 1.13260 -5.37482 0.41 -0.29 0.05
H -4.44942 0.74796 -6.96893 -0.02 -0.24 0.24
H -2.05794 0.33517 -6.85049 0.36 0.07 0.33
H -2.89894 -1.04008 -7.33179 -0.26 -0.56 -0.23
H -1.68946 -0.66322 -4.51220 -0.39 0.04 -0.45
H -1.28123 -1.82709 -5.77269 -0.16 0.12 0.18
H -2.89036 -2.96530 -4.01130 0.37 0.82 -0.31
H -3.41878 -2.96496 -5.62052 -0.46 0.21 -0.21
H -4.11008 -0.71227 -3.47575 0.12 -0.03 -0.25
H -5.15184 -2.10883 -3.86999 -0.05 0.37 -0.20
H -6.47050 -0.87410 -6.96161 0.30 -0.17 0.22
H -6.17528 -2.25014 -5.83082 -0.24 0.10 -0.28
H -5.01913 -1.90981 -7.09857 0.26 0.16 0.02
C -5.25280 -0.63891 3.66467 0.06 1.01 0.62
C -5.61643 0.90465 3.62620 -0.04 -0.78 0.86
C -5.88452 1.30806 2.21022 -0.12 1.60 0.60
N -5.95913 2.89717 2.05285 0.58 -0.60 -1.64
C -6.51711 3.08694 0.59159 0.02 0.26 1.74
C -8.02385 2.85852 0.52832 -0.24 -0.49 -0.79
C -8.85723 3.73280 1.47237 1.19 0.44 0.00
C -8.32932 3.42066 2.87886 -0.14 0.16 0.32
C -6.81225 3.66415 3.03370 -0.73 0.55 -0.36
C -4.55084 3.48632 2.10061 -0.17 -0.44 -0.23
H -6.05962 -1.05229 3.06473 0.15 -0.56 -0.06
H -5.36690 -1.01307 4.70907 0.15 0.22 -0.78
H -4.23943 -0.94086 3.29324 -0.87 0.53 0.16
H -4.89407 1.58813 4.10577 -0.10 -0.59 0.10
H -6.61967 0.95747 4.13228 1.04 0.12 -0.14
H -6.86645 0.91404 2.01938 -0.38 0.08 -0.58
H -5.18237 0.92163 1.47558 0.22 0.48 -0.09
H -5.87409 2.51263 -0.06101 -0.31 -0.53 -0.08
H -6.26896 4.10601 0.36642 -0.06 0.86 -0.13
H -8.29894 1.81705 0.73231 0.39 0.02 0.22
H -8.33948 2.94774 -0.52185 0.22 0.38 0.13
H -9.90359 3.46076 1.34656 -0.04 0.03 0.26
H -8.74820 4.81965 1.27625 -0.04 -0.41 -0.17
H -8.47323 2.35744 2.97404 -0.46 -0.57 0.69
H -8.88268 4.00972 3.66602 0.66 -0.77 -0.63
H -6.45392 3.49530 4.05592 -0.06 -0.21 -0.33
H -6.67038 4.73512 2.81066 0.44 -0.33 -0.02
H -4.54655 4.56434 1.88487 -0.42 -0.30 0.25
H -3.91363 3.03097 1.32567 -0.48 -0.16 0.29
H -4.12774 3.30826 3.09016 -0.07 0.08 -0.17
O -3.40498 1.51843 -2.97134 1.87 1.15 -0.84
C -4.16396 2.10047 -2.01357 -1.80 -0.72 1.90
O -3.58297 2.76484 -1.13951 1.40 1.31 0.13
O -5.36158 1.80745 -1.97322 -0.53 -0.35 -1.11
H -2.58160 2.07658 -2.89187 -0.57 -1.27 -0.45
C 0.30978 -2.03707 4.00129 -0.22 -0.86 0.88
O 0.70777 -2.71749 5.23917 0.54 -1.05 1.00
O 0.29739 -2.78239 2.95165 0.67 -1.19 -0.88
C -1.09219 -1.57631 4.27268 -1.44 -0.59 0.73
F -2.00669 -2.63004 4.30326 0.97 0.84 0.01
F -1.19142 -0.99130 5.48962 -0.54 0.49 -0.79
F -1.54282 -0.77250 3.28788 -0.04 0.35 0.63
C 1.32973 -2.01026 6.37071 -1.43 -2.46 -1.49
C 1.95681 -3.10092 7.26161 -0.02 1.67 0.91
H 2.55209 -3.89517 6.83321 0.10 0.12 -0.68
H 2.59736 -2.49215 7.91402 0.25 -0.45 0.20
H 1.24366 -3.56602 7.93443 -0.37 -0.05 -0.15
H 0.52836 -1.48778 6.90309 0.53 0.20 0.09
H 2.07291 -1.35289 5.96099 0.32 0.70 0.10
H 1.00951 -1.23737 4.00990 0.70 1.96 -0.34
C -0.03580 4.62445 4.69765 -0.05 -0.50 -0.54
O 0.61370 5.59746 3.75426 0.03 0.93 -0.75
O -0.92327 5.10383 5.44946 -0.17 0.43 1.14
C -0.70581 3.61992 3.64484 0.35 3.39 1.41
F -1.87650 4.18353 3.08249 1.10 -1.02 0.49
F 0.10360 3.37891 2.64613 0.79 -0.99 -1.81
F -1.00445 2.50043 4.24009 -0.90 -1.46 0.18
C 1.23211 6.71442 4.35209 0.59 0.19 0.24
C 1.07442 8.08983 3.60981 -0.66 -0.90 0.02
H 0.04733 8.20751 3.24963 0.07 -0.29 -0.28
H 1.13235 8.88075 4.34883 0.56 0.24 0.14
H 1.79005 8.26402 2.77645 -0.43 -0.23 0.57
H 2.31727 6.50697 4.35673 -0.09 0.08 0.27
H 0.92079 6.84354 5.41467 -0.13 -0.18 -0.72
H 0.89943 4.08648 5.16856 -1.05 0.22 -0.47
C 4.96573 -5.43915 -0.18515 -1.18 0.32 -1.45
O 6.30951 -4.98102 -0.06581 1.32 0.95 0.47
O 4.23430 -5.47680 0.86987 -0.34 -0.58 2.14
C 4.30629 -4.30922 -1.10987 2.03 -1.44 -2.24
F 2.99065 -4.44045 -1.43641 0.96 0.25 0.86
F 4.52769 -3.05767 -0.64028 -0.45 -0.49 -0.15
F 4.96152 -4.40908 -2.33667 -0.57 0.76 0.53
C 7.30976 -5.95258 0.20577 -0.75 -0.13 -1.64
C 8.69376 -5.36596 0.08199 0.50 0.71 0.66
H 9.43296 -6.16623 0.15714 -0.03 -0.06 0.01
H 8.87786 -4.84654 -0.87677 -0.40 -0.24 0.44
H 8.91376 -4.66702 0.91594 -0.12 -0.18 -0.50
H 7.26143 -6.74333 -0.57138 -0.29 0.07 0.30
H 7.09686 -6.41493 1.15521 0.23 -0.25 0.65
H 5.10535 -6.40000 -0.77459 -0.65 0.52 0.03
C -8.46406 -0.94967 1.80711 -2.54 0.89 -2.57
O -7.74109 -0.62210 0.50917 0.42 1.20 0.31
O -8.32088 -0.05383 2.67378 1.22 0.58 1.63
C -9.98510 -0.86724 1.38344 -1.02 -1.16 -0.21
F -10.49652 0.38797 1.25928 0.60 -0.93 -0.40
F -10.31649 -1.59933 0.23691 0.30 1.01 0.71
F -10.73598 -1.46301 2.36422 0.26 0.28 -0.31
C -7.24728 -1.48276 -0.45668 -0.40 -1.45 -0.11
C -5.74000 -1.31405 -0.67090 0.00 0.52 0.43
H -5.21131 -1.50409 0.27191 0.03 -0.17 -0.17
H -5.36530 -1.97689 -1.46226 -0.06 -0.02 0.20
H -5.51450 -0.26933 -0.95462 -0.17 -0.40 0.01
H -7.72772 -1.25667 -1.43651 -0.09 -0.33 0.53
H -7.49571 -2.55751 -0.17075 0.29 0.95 -0.48
H -8.32269 -2.00200 1.97237 0.73 -1.19 0.47
C 3.75926 2.63815 1.00641 -0.60 0.47 -1.13
O 4.54311 3.67582 1.56329 1.48 0.56 0.67
O 3.80249 2.67095 -0.33033 0.40 -0.34 0.57
C 4.17318 1.22832 1.58289 -2.39 3.42 -2.19
F 3.61884 0.33842 0.76843 0.18 -1.68 -0.91
F 5.43524 1.02193 1.69454 2.91 -0.70 0.05
F 3.61908 1.02183 2.74076 -1.02 -0.40 2.80
C 4.24660 4.30699 2.82797 -1.84 -0.58 -1.23
C 4.83857 5.69766 2.83462 -1.42 0.41 0.12
H 5.88576 5.67573 3.02136 0.95 -0.01 -0.03
H 4.62191 6.17911 1.87767 0.17 -0.04 0.04
H 4.36693 6.32679 3.61723 0.24 -0.45 -0.30
H 4.57868 3.73831 3.66656 0.71 -0.67 0.65
H 3.13475 4.27624 2.93228 0.48 0.56 -0.05
H 2.72914 2.81245 1.35039 -0.43 -0.24 0.63
C 1.65189 3.71223 -5.67921 -0.51 -2.52 0.71
F 2.36755 3.52036 -6.78358 -0.03 0.26 -0.11
F 2.37547 4.42084 -4.82033 0.29 0.43 0.32
F 0.55343 4.39144 -5.95876 -0.49 0.57 -0.33
S 1.19965 1.97411 -4.90815 0.11 -1.66 -1.06
O 0.42656 1.22512 -5.94003 1.53 1.76 1.51
O 2.56571 1.45690 -4.63134 -1.90 1.03 -0.41
O 0.39099 2.24281 -3.70827 0.58 0.43 -0.65
C 1.57548 -5.26054 -5.62570 -2.18 -0.89 -1.09
F 0.97211 -5.83619 -4.54258 0.47 0.43 -0.17
F 2.08743 -4.10268 -5.27320 0.51 0.49 0.41
F 2.54955 -6.09581 -6.00171 0.08 0.29 -0.04
S 0.18798 -5.01973 -6.98055 1.24 -1.54 -0.87
O 0.84837 -4.26557 -8.06793 -0.82 -0.92 1.51
O -0.14888 -6.43488 -7.29374 0.40 2.22 0.44
O -0.82790 -4.28664 -6.23767 0.10 0.02 -0.10
```
Forces are in eV/Å.

Calculated values
frontier orbital gap: 6.284 eV
LUMO: 1.371 eV
molecular weight: 2070.44 g mol⁻¹
charge: -1